Entry 1:
Below is a gas-phase ion, C5H8NO2 (charge +1) in a non-equilibrium geometry, with properties calculated with ωB97M-V/def2-TZVPD.

The geometry in XYZ format:
```
16
Properties=species:S:1:pos:R:3:lowdin_charge:R:1
H 3.33161 -0.38960 -0.14035 0.1773
H -1.88663 1.58680 1.01208 0.1212
C -1.32939 0.31931 -1.16616 0.0271
H 1.74462 -2.31216 0.31746 0.1335
H -2.21740 -0.29874 -1.06168 0.1088
O 1.91698 0.96384 -0.14368 0.1200
H -0.72419 -0.05482 -1.98730 0.1040
O 0.60012 1.34315 -0.08586 0.0347
H -0.90349 0.79391 2.11837 0.1242
H -0.67016 -1.79212 0.65919 0.1527
N -1.33002 0.76730 1.20200 0.1575
C 0.04262 -1.03146 0.37451 0.1017
H -1.63508 1.33843 -1.39306 0.1078
C 1.35446 -1.31344 0.20721 0.0299
C -0.55018 0.32570 0.14585 -0.5228
C 2.25611 -0.24609 -0.05858 0.0225
```

- Total charge: +1
- Kohn-Sham gap: 0.31765 hartree



Entry 2:
Below is C5H8NO2P in the gas phase in a non-equilibrium geometry, with properties calculated with ωB97M-V/def2-TZVPD.

The geometry in XYZ format:
```
17
Properties=species:S:1:pos:R:3:lowdin_charge:R:1
H -0.29486 -1.34905 2.17172 -0.0191
H 2.87466 -0.10516 -0.55227 0.1163
C 1.28255 0.31387 0.72749 -0.1296
C 1.79233 -0.15254 -0.73165 -0.2533
O -2.50449 -0.74359 -0.84501 -0.4436
C -0.78947 0.84022 -0.22486 -0.1518
H 1.34879 0.51551 -1.51817 0.1182
H 0.57037 -1.89301 -0.91373 0.1371
N -0.17252 0.08726 0.80258 -0.2250
H 1.83048 -0.25394 1.51763 0.1290
H 1.54032 1.38855 0.89395 0.1305
H -0.26483 1.65515 -0.56909 0.0872
C -2.09560 0.66092 -0.60515 -0.5557
H -2.44841 1.22806 -1.46537 0.1057
C -0.80536 -0.53318 1.82274 0.0629
O 1.50067 -1.49578 -0.92096 -0.0891
P -3.36464 -0.16331 0.41015 0.9805
```

- Kohn-Sham gap (spin up / spin down): 0.22877 / 0.26281 hartree



Entry 3:
Below is a gas-phase ion, C5H8NO4 (charge -1) in a non-equilibrium geometry, with properties calculated with ωB97M-V/def2-TZVPD.

The geometry in XYZ format:
```
18
Properties=species:S:1:pos:R:3:lowdin_charge:R:1
H -0.58576 -2.05616 -0.01648 0.0809
H 0.20453 1.73777 1.75063 0.0816
O 0.44717 1.10364 -2.65161 0.0119
N -0.22154 0.46467 -0.67432 -0.0605
C -0.06868 -0.09379 0.66517 -0.4106
O 3.11322 0.08552 -1.98160 -0.0613
C -0.44584 0.85372 1.75642 -0.0777
H -0.39350 0.41382 2.76112 0.0779
H 0.94794 -0.37148 0.86684 0.1309
C 0.77513 0.41222 -1.67968 -0.3029
H -1.96832 -1.20319 0.65105 0.0631
O -1.43131 1.11915 -1.04002 0.0000
C 2.02856 -0.40229 -1.52824 -0.6394
O 1.96725 -1.55253 -0.99827 -0.0662
H -1.46540 1.21422 1.58098 0.0739
H -0.63887 -1.82497 1.72337 0.0827
C -0.91373 -1.34690 0.76106 -0.0654
H -1.35083 1.44658 -1.94642 0.0812
```

- Total charge: -1
- Kohn-Sham gap: 0.29257 hartree



Entry 4:
Below is a gas-phase ion, C5H8NO4S (charge -1) in a non-equilibrium geometry, with properties calculated with ωB97M-V/def2-TZVPD.

The geometry in XYZ format:
```
19
Properties=species:S:1:pos:R:3:lowdin_charge:R:1
C -0.42806 1.18421 -2.07380 -0.1901
H 1.52426 -0.86599 -1.03803 0.1175
H 0.19055 -1.97697 -0.88616 0.0504
N 0.08561 1.49872 -3.07305 0.1596
H 0.26770 1.85215 1.39307 0.1067
H 1.42820 0.30967 1.30938 0.0787
H -2.78046 0.14170 -1.68488 0.0263
O -1.42748 3.21117 -0.12304 -0.3416
C -0.25061 -0.00430 0.11786 -0.4305
H -0.92136 -0.36405 0.91942 0.1564
O -2.04143 -0.38827 -1.47850 0.0022
C 0.64042 -1.18433 -0.34810 -0.0687
O -3.13638 1.89064 -1.46164 -0.3721
H 1.42209 1.46162 0.04317 0.0999
H 1.03783 -1.73448 0.52095 0.0720
C -1.04401 0.47941 -0.94234 -0.5198
S -2.16504 1.97645 -0.34093 0.5008
C 0.69102 0.97461 0.77291 -0.0855
O -2.77608 1.45112 0.88481 -0.3622
```

- Total charge: -1
- Kohn-Sham gap: 0.34207 hartree



Entry 5:
Below is 2 unconnected molecules or ions with the total composition C5H8NO5P in a non-equilibrium geometry, with properties calculated with ωB97M-V/def2-TZVPD.

The geometry in XYZ format:
```
20
Properties=species:S:1:pos:R:3:lowdin_charge:R:1
H -3.36946 -0.81744 -2.80048 -0.0336
H 0.48897 2.78587 -0.54397 0.0861
C 0.91191 2.17429 0.22897 -0.1661
C 0.13926 1.12625 0.51708 -0.1037
C -1.47184 0.65781 -1.33184 -0.5725
P -2.24996 -0.27672 1.17245 0.1304
H 0.29834 0.42973 1.36799 0.1188
C 2.28275 2.37710 0.82708 -0.1507
H -4.11910 -0.14964 -1.48058 0.0497
H 2.67430 3.38478 0.61461 0.0409
H 2.33592 2.08552 1.93154 0.0788
O -1.81069 1.86030 -0.96044 0.1053
N -4.09828 -1.09319 -2.10815 -0.0557
H 3.05197 1.59964 0.39067 0.0832
O -1.74212 -0.11883 2.62033 -0.4762
H -3.67364 -1.69167 -1.38487 -0.0295
O -2.09151 -1.63315 0.44684 -0.4488
O -1.42541 0.09967 -2.39677 0.0583
C -1.12703 0.84128 0.00719 -0.2752
O -3.59556 0.35626 0.91588 -0.4396
```

- Total charge: -2
- Kohn-Sham gap: 0.21057 hartree



Entry 6:
Below is a gas-phase ion, C5H8NOS (charge +1) in a non-equilibrium geometry, with properties calculated with ωB97M-V/def2-TZVPD.

The geometry in XYZ format:
```
16
Properties=species:S:1:pos:R:3:lowdin_charge:R:1
H -3.02296 -0.41284 -0.27801 0.1057
H -1.66011 -1.09423 0.66989 0.0622
H 3.81497 -0.35532 0.25697 0.0852
C -2.34187 -0.24582 0.57460 -0.0779
C -0.54789 1.09794 -0.35845 -0.0815
H -2.98374 -0.19537 1.53263 0.1372
H -0.29935 -1.63547 -0.87696 0.0996
N 0.60853 0.08737 -0.23320 -0.0957
C 2.78371 -0.30738 -0.00386 -0.3251
H -1.02565 0.83556 -1.33881 0.1641
H -0.28029 2.07023 -0.33620 0.1092
C 0.56859 -1.18095 -0.51934 -0.2959
S 2.14962 -1.83174 -0.34160 1.1751
O -1.50985 0.89767 0.63760 -0.1379
C 1.80340 0.59132 0.23097 -0.0889
H 1.94290 1.67902 0.38376 0.1646
```

- Total charge: +1
- Kohn-Sham gap: 0.37577 hartree



Entry 7:
Below is 2 unconnected molecules or ions with the total composition C5H8NOS in a non-equilibrium geometry, with properties calculated with ωB97M-V/def2-TZVPD.

The geometry in XYZ format:
```
16
Properties=species:S:1:pos:R:3:lowdin_charge:R:1
H -2.93770 0.32688 0.68872 0.0749
H -1.25013 1.92628 -0.60649 0.1495
N -2.13391 0.58781 1.26777 0.0889
C 0.78553 -0.96911 -0.85605 -0.1833
C 2.56979 0.01058 0.33823 -0.3139
C 2.12433 -1.09674 -0.26347 -0.1125
H 0.06871 -1.76245 -0.78905 0.1605
C 0.14535 0.28905 -0.46609 -0.3171
C -1.23344 0.78480 -0.75923 -0.3756
H 3.45474 0.29554 0.91497 0.0973
H -1.98710 -0.02242 2.04682 0.0618
H 0.69024 -1.11221 -1.91345 0.1753
O -2.01729 0.12236 -1.39357 0.0740
H 2.73658 -2.08304 -0.20328 0.1733
H -2.43519 1.36546 1.84860 0.0752
S 1.41948 1.33721 0.14558 1.1717
```

- Total charge: +1
- Kohn-Sham gap: 0.29136 hartree



Entry 8:
Below is 2 unconnected molecules or ions with the total composition C5H8O in a non-equilibrium geometry, with properties calculated with ωB97M-V/def2-TZVPD.

The geometry in XYZ format:
```
14
Properties=species:S:1:pos:R:3:lowdin_charge:R:1
H 0.19230 -2.73190 0.38783 0.0777
O -2.33086 2.14212 -0.78544 -0.0876
H 1.54684 -2.59616 1.52338 0.0716
H -2.53163 1.37320 -0.25417 0.0751
H 0.01730 -1.68024 1.79889 0.0648
C -0.27756 0.80641 -0.87945 -0.0606
C 0.72215 -2.04810 1.05744 -0.1687
C -0.99980 2.00701 -1.22495 -0.2892
H 2.06879 -1.29847 -0.41397 0.1242
H 1.35502 0.21308 1.61497 0.2379
C 1.31626 -0.87029 0.32804 -0.2517
H -1.09989 1.95515 -2.37118 0.1456
C 0.44865 -0.02621 -0.41198 -0.1349
H -0.42755 2.75440 -0.36941 0.1959
```

- Kohn-Sham gap: 0.33170 hartree



Entry 9:
Below is C5H8O in the gas phase, with properties calculated with ωB97M-V/def2-TZVPD.

The geometry in XYZ format:
```
14
Properties=species:S:1:pos:R:3:lowdin_charge:R:1
H -0.06670 -0.65861 2.83409 0.0604
H -0.22657 0.23709 -2.38892 0.1066
C -0.63640 0.42824 -1.38993 -0.2724
C -1.53314 -0.68376 -0.94795 0.1588
H 0.01020 1.37522 1.46957 0.1063
H -1.05670 1.44516 -1.35572 0.1081
H 0.37109 -1.67818 1.34410 0.0722
H 2.07923 -0.79951 -0.14431 0.1004
C 0.59740 0.39740 -0.44215 -0.4237
C 0.17917 -0.69891 1.77660 0.0185
C 0.22279 0.40071 1.02954 -0.1377
O 1.37007 -0.72572 -0.79696 -0.0424
H -2.29038 -0.21706 -0.28018 0.0050
H 1.15435 1.32526 -0.65225 0.1398
```

- Kohn-Sham gap (spin up / spin down): 0.30893 / 0.30935 hartree



Entry 10:
Below is C5H8O in the gas phase in a non-equilibrium geometry, with properties calculated with ωB97M-V/def2-TZVPD.

The geometry in XYZ format:
```
14
Properties=species:S:1:pos:R:3:lowdin_charge:R:1
H 1.55880 -1.84705 0.06266 0.0690
H 2.49848 -0.49002 0.73267 0.0747
O -1.21119 1.45907 2.20001 0.1539
H 0.75684 1.07366 0.15853 0.1364
C -1.72030 0.58566 -0.08829 -0.1110
C 0.45694 -0.00461 0.13630 -0.2903
H -0.82476 -1.18806 -1.05351 0.1133
H -2.60441 1.03924 -0.50474 0.1026
H -0.38075 -0.48778 0.97738 0.1829
H 2.20696 -0.57509 -0.99632 0.0797
H -0.48116 0.35897 -1.86114 0.1155
C -0.65070 -0.11797 -0.88945 -0.2333
C -1.35451 0.97295 1.14251 -0.2925
C 1.74976 -0.77896 -0.01662 -0.1009
```

- Kohn-Sham gap: 0.35460 hartree



Result set for energy above the lowest of the compared OMol25 structures with the same formula, charge and spin: 3.769, 6.715, 0.886, 0.140, 3.500, 1.570, 2.812, 6.175, 5.233, 2.704 eV, one per record in the order listed.
Result set for energy: -400.1538, -741.6655, -551.0534, -949.2708, -967.6483, -723.1977, -723.1520, -270.3310, -270.3656, -270.4585 a.u., one per record in the order listed.